Version w
Density functional theory data (ωB97M-V/def2-TZVPD) for one molecule with the formula C8H10N2O.

Geometry (Å):
H 0.58480 -2.78238 -0.02912
H 2.93075 1.83532 -0.21583
N 1.84326 -0.04755 0.02311
H 3.77681 0.45390 -0.92056
H 0.19843 1.94738 1.26672
H -1.54940 1.16742 -1.08678
H 3.59185 0.46164 1.12622
C 0.08994 1.79283 0.06733
C -1.37391 1.79066 -0.40605
C 0.45594 0.44633 0.09983
C 2.99418 0.74326 0.11990
C -1.77146 -0.63537 0.06425
C -2.32068 0.77143 0.27303
C 0.68922 -1.89638 -0.14325
H 0.28047 2.59264 -0.46830
N 1.96965 -1.40080 -0.09846
H -2.92276 1.10073 -0.46126
O -2.46878 -1.72153 0.02793
H -2.38379 0.89556 1.28341
H -2.08314 2.66896 -0.37407
C -0.32393 -0.75118 -0.04445

Summary:
Net charge = 0
LUMO level = 0.45 eV
Orbital gap = 9.65 eV
SMILES = Cn1ncc2c1CCCC2=O
HOMO level = -9.20 eV


Version x
Density functional theory data (ωB97M-V/def2-TZVPD) for one molecule with the formula C8H10N2O.

Geometry (Å):
H -1.70822 -0.16032 -2.42006
C 0.53196 -0.15866 1.91162
C 0.65070 -0.49812 -0.54510
H 2.84473 -2.04924 0.64163
O -1.76171 1.60394 1.33686
C -0.49927 1.70303 -1.57343
H -2.85233 0.00651 -0.89463
H -0.25940 2.67188 -1.00397
N 1.16463 -0.70185 2.99306
C -0.61872 0.50439 -0.64631
C -1.79554 -0.26596 -1.31632
H -1.43798 1.86599 -2.10935
C 2.17529 -1.50840 1.32228
H -1.78402 -1.26295 -1.16450
N 2.19841 -1.43680 2.60680
H 0.42831 -1.34331 -1.16127
H 0.89101 -0.63874 3.98635
C 1.11803 -0.72499 0.81576
H 1.45436 -0.00075 -1.29546
C -0.99945 0.94976 0.70577
H 0.25923 1.44458 -2.18974

Summary:
Net charge = 0
LUMO level = 0.58 eV
Orbital gap = 9.11 eV
HOMO level = -8.53 eV


Most stable to least stable, the ends of the list are version x and version w.


Version w
Density functional theory data (ωB97M-V/def2-TZVPD) for C42H43CrFN5O7S3 as an isolated structure.

Geometry (Å):
H 0.47172 -9.70571 -1.17628
S -0.42069 -6.56396 -2.35366
C -4.27575 3.38450 1.75521
S -2.02901 -5.15006 -0.28779
C 3.84055 4.87063 -1.52825
H 1.04803 5.11372 -0.95380
H 2.01867 6.69979 2.49388
H -0.56243 5.54402 -0.39930
C -0.59624 -5.18422 -1.24486
C -2.10911 2.34429 1.17910
C -3.86129 -1.46756 -2.81467
Cr -1.79261 -2.92065 0.14543
F 1.94625 2.42414 0.51921
H 0.44530 0.33865 0.17890
H 2.22206 4.15248 2.36672
H -4.48356 -1.71749 -3.67303
C 0.85738 3.03650 -2.77057
C 0.75063 -8.93872 2.10521
H 5.41715 3.83595 -1.78011
H 1.59505 -6.01288 0.64299
H 2.95118 -2.66461 -0.76273
C 1.75577 -0.40384 3.12775
C -0.41368 -1.39178 3.45442
C 0.96195 6.98241 0.03441
C -2.10537 -0.06732 0.53964
N 0.14746 -3.35036 -0.25839
C -2.54979 -2.18631 -2.88722
O -2.01328 -2.64128 -1.88759
C -1.87595 -2.35597 -4.21518
C 0.49290 5.55566 -0.12667
H 0.42482 7.50401 0.82915
H 2.53284 0.27905 3.43943
C -0.03774 3.57837 1.10013
H -0.79912 -2.29761 -4.07933
C -1.43032 1.20728 0.74404
C 2.57654 -3.30936 0.03421
H -4.37258 -1.69077 -1.88295
H -2.21436 -1.62312 -4.94322
C -0.05156 1.22508 0.52742
H 3.23404 -3.22432 0.89621
C 1.14313 -7.61484 1.98608
C 1.92578 -1.17414 1.99689
H 2.93717 0.39201 -2.40188
H 2.72998 4.34325 0.69577
H -5.20168 5.07459 0.80047
C 0.51616 -9.69005 0.96314
O -3.74307 -2.49142 0.42304
H 2.59904 -4.32344 -0.34958
H -2.13321 -3.35438 -4.57905
H 2.84171 -1.08392 1.42522
S 0.01585 0.48287 -2.82918
O -5.51677 -1.26823 0.97828
N -3.46797 2.21429 1.43453
C -4.31735 -1.40281 0.76356
C 0.57795 -0.52929 3.86397
C -3.47698 -0.13964 0.86647
H -3.68680 4.57516 0.04219
H 3.65081 6.19171 1.95953
H 1.52950 -7.89057 -2.52074
H -3.75443 3.97094 2.51434
H -5.19044 3.02195 2.22341
C 0.67131 -9.11963 -0.28810
C -4.07661 1.02014 1.28118
O 3.37795 5.94143 -1.12225
H 4.48193 2.14817 -1.83263
H 1.89712 -6.33563 -1.77932
C 1.30387 -7.04862 0.73173
C 1.19354 -7.16626 -1.77794
H 1.31569 -7.01764 2.87114
H 0.43469 0.05380 4.76485
H 2.77446 7.88854 0.52930
N 0.69120 4.80748 1.10454
H 0.20504 -10.72247 1.04720
O 5.16879 4.67979 -1.37506
O -1.29503 -2.90900 1.92111
C -1.39835 3.55096 1.34748
H 0.62270 -9.38258 3.08289
H -1.88609 4.46354 1.65497
C 3.04711 3.77600 -2.05947
C 2.60122 1.41855 -2.42598
C -4.59360 4.21451 0.52495
C -0.28077 -2.14935 2.27666
C 2.58791 6.17595 1.72489
C 0.92994 -2.04804 1.54593
C 1.07015 -7.79403 -0.42011
H 2.94426 6.46415 -0.32454
H -1.33456 -1.49795 4.01034
H -5.13620 0.98900 1.50477
H 0.89981 7.54252 -0.89670
C 1.72092 4.04259 -2.45610
H -0.16877 3.25845 -3.03733
N 0.37416 -4.33096 -1.21778
C 3.47463 2.43414 -2.12278
O -1.40146 -1.01579 0.09200
N 2.40323 6.94231 0.43964
C 1.17101 -2.90551 0.38394
C 1.23045 1.66219 -2.69665
H -5.14762 3.62362 -0.20242
H -3.63904 -0.39840 -2.87929
C 0.61260 2.39231 0.72850
H 1.38676 5.07023 -2.47457
C 2.09139 4.76886 1.47671

Summary:
Net charge = 0
LUMO level (alpha / beta) = -0.37 / -0.37 eV
Orbital gap (alpha / beta) = 6.63 / 6.63 eV
HOMO level (alpha / beta) = -6.99 / -6.99 eV
Multiplicity = 2


Version x
Density functional theory data (ωB97M-V/def2-TZVPD) for C42H43CrFN5O7S3 as an isolated structure.

Geometry (Å):
C 1.62065 2.64128 -3.27131
N 0.47599 -5.35541 0.84726
S -1.06536 0.23184 -3.01150
O 1.25364 0.79334 -0.34285
C -0.15321 5.20532 -0.98010
C 0.00633 -3.01257 0.26257
H -0.41044 10.57274 1.88644
H -3.08662 4.00696 0.35213
C 4.41111 -0.78837 0.14540
C -0.21893 -0.45691 3.22872
H -2.89351 0.46900 1.39270
Cr 1.36503 2.82556 -0.16752
O -4.96051 -4.53574 -0.28019
H -3.44283 2.64758 1.44571
H 5.99657 -2.58594 0.74217
H 0.95949 2.30028 -5.28712
H 3.40521 2.58604 -4.43568
O -6.30062 -2.82569 0.13850
C -1.05306 7.38492 2.80308
H 0.06583 -6.97624 2.91825
C 4.14658 1.65737 -0.11741
N 4.05523 -2.08445 0.30360
C -4.31157 -1.00964 -0.96252
C -2.95350 2.94320 0.52066
C 1.76890 -1.44389 0.01761
H -1.65260 -5.44371 0.89400
H -3.16268 -4.02296 -1.92725
H -1.43758 -7.82638 0.53570
C -1.16864 9.04737 0.59426
H 1.54963 -6.16903 -0.74791
H -1.71693 -7.05354 2.77017
H -2.67443 6.32049 -0.74323
C 2.27852 -3.75125 0.51795
H -0.30735 9.09206 3.86303
C -2.28543 -2.14493 -2.44654
C -1.49424 2.58638 0.54981
H -0.20374 -6.25864 -0.94489
H 5.46938 -0.56411 0.20937
H 1.45099 -7.84448 1.09613
C -5.15874 -3.34520 -0.39120
H -3.43621 0.87034 -1.47303
O 1.17791 2.46443 1.65767
C -1.89631 0.49507 1.81749
H 0.10195 -1.22712 3.91936
H -0.67780 -8.85136 1.58195
H -1.79655 5.86021 1.49897
C 0.40057 -1.73224 0.00329
C -1.50272 -0.50602 2.67986
C -4.24327 -2.40697 -1.05935
H 5.65584 -3.05506 -1.68680
C 0.62937 -7.72540 0.38816
N -0.63774 -7.91289 1.17700
C 3.00087 2.12865 -3.53426
C 5.35187 -3.78183 -0.93623
C 0.92591 -4.03535 0.53845
O 5.36336 1.75450 -0.08409
C -3.37581 -0.20488 -1.57093
S -0.61399 6.67095 -1.88366
N -0.61912 3.19618 -0.16617
H 4.45733 -4.28378 -1.30104
N -1.05880 4.28743 -0.91873
F -1.30662 -3.33581 0.25401
C 0.64980 0.55773 2.89944
C 3.55720 0.25440 -0.04861
H 3.64968 2.31231 -2.68282
C -2.01530 7.18105 -0.85183
C 2.71394 -2.44126 0.26209
C -0.78378 -6.85846 2.24447
C -1.57068 7.72178 0.47102
C -2.29842 -0.73925 -2.31897
C 0.67953 2.87470 -4.40758
C 2.16666 -0.03933 -0.16443
O 1.23996 2.88203 -2.12918
H -1.20111 9.69386 -0.27286
H 0.72176 3.93890 -4.65438
H -0.99695 6.72619 3.65824
C -3.21230 -2.94646 -1.83192
C -0.66196 8.70907 2.91651
H -1.50022 -2.58061 -3.05294
H -2.53077 7.94056 -1.44085
C -0.77722 -5.50985 1.55544
O 3.32791 2.63733 -0.21199
H 6.14476 -4.51966 -0.83324
H -6.35639 -1.88593 -0.08672
H -0.31007 -0.95131 -0.21796
C -1.50555 6.89629 1.58701
H -3.43293 2.42876 -0.31460
H -0.88610 -4.72567 2.30365
H 2.97549 -4.54100 0.75391
C -1.02661 1.52613 1.44235
H 2.92106 1.05484 -3.72039
H -2.17982 -1.30884 2.92623
H 4.82817 -3.81275 1.17064
C 0.61704 -6.33082 -0.20850
H -0.33234 2.63078 -4.09199
H 1.64799 0.60373 3.31106
H -5.08142 -0.52171 -0.37144
C 0.28234 1.55752 1.98074
C 5.09832 -3.09534 0.39311
H 0.66617 -8.50798 -0.36854
S 1.42604 5.16620 -0.28088
C -0.72053 9.54031 1.80676

Summary:
Net charge = 0
LUMO level = -1.63 eV
Orbital gap = 4.19 eV
HOMO level = -5.81 eV
Multiplicity = 2


Most stable to least stable, the ends of the list are version x and version w.